--- P ---
Density functional theory data (ωB97M-V with the def2-TZVPD basis set) for 2 unconnected molecules or ions with the total composition C3H4N2O3.

Positions of all 12 atoms, in Å:
C 0.078 0.173 1.141
C 0.035 1.210 0.261
O -0.727 1.275 -0.807
N 0.857 2.388 0.423
O 1.739 2.335 1.248
H 0.817 0.185 1.926
H -0.775 -0.464 1.307
H -0.937 0.283 -1.091
N -0.761 -1.300 -1.398
C 0.067 -1.827 -0.665
O 0.784 -2.560 -0.121
H -1.179 -1.699 -2.223

Output
Kohn-Sham gap (alpha / beta) in eV: 8.292 / 8.300
SMILES: C=C(O)N=O.N=C=O
LUMO energy (alpha / beta) in eV: -0.9 / -0.9

Here are the Mulliken charges for atoms 1 to 4, given in e: -1.0013 0.6109 -0.5257 -0.0392

=====

--- Q ---
Density functional theory data (ωB97M-V with the def2-TZVPD basis set) for 2 unconnected molecules or ions with the total composition C3H4N2O3.

Positions of all 12 atoms, in Å:
C -0.646 -0.543 0.107
C -1.365 0.349 -0.466
C 0.615 -0.134 0.268
H -1.150 -2.453 0.097
H -2.490 0.090 -0.868
H 1.525 2.795 -0.337
H 1.104 -1.584 1.819
N -0.613 1.442 -0.730
N 0.691 1.059 -0.398
O -0.994 -1.727 0.686
O 1.693 1.824 -0.808
O 1.629 -1.116 0.630

Output
Kohn-Sham gap in eV: 8.583
LUMO energy in eV: -0.2

Here are the Mulliken charges for atoms 1 to 4, given in e: 0.5453 -0.1605 -0.0894 0.3289

=====

Most favorable first, least favorable last: P, Q

=====

--- P ---
Density functional theory data (ωB97M-V with the def2-TZVPD basis set) for a single C3H4N2O3 molecule.

Positions of all 12 atoms, in Å:
O -0.168 2.844 0.106
C -0.153 1.653 0.085
N 0.287 0.804 -0.927
C 0.245 -0.410 -0.406
C 0.570 -1.751 -0.959
O -0.025 -2.713 -0.168
N -0.183 -0.458 0.886
O -0.557 0.860 1.207
H 1.655 -1.808 -1.067
H 0.211 -1.889 -1.987
H 0.399 -2.552 0.715
H -0.964 -1.055 1.149

Output
Kohn-Sham gap in eV: 10.605
SMILES: O=c1nc(CO)[nH]o1
LUMO energy in eV: 0.3

Here are the Mulliken charges for atoms 1 to 4, given in e: -0.4904 0.5559 -0.5747 0.5206

=====

--- Q ---
Density functional theory data (ωB97M-V with the def2-TZVPD basis set) for a molecular structure, C3H4N2O3.

Positions of all 12 atoms, in Å:
C -1.333 0.069 -0.102
C 0.612 0.791 -0.043
C 0.701 -0.512 -0.154
H -2.808 1.116 0.270
H 2.364 1.457 -0.110
H 2.060 -1.599 0.719
H -0.836 -2.094 0.432
N -0.736 1.122 -0.300
N -0.479 -1.107 -0.321
O -2.781 0.076 -0.086
O 1.439 1.923 -0.093
O 1.796 -1.242 -0.211

Output
Kohn-Sham gap in eV: 8.290
LUMO energy in eV: 0.1

Here are the Mulliken charges for atoms 1 to 4, given in e: 0.3747 0.3085 0.1661 0.4128

=====

Most favorable first, least favorable last: P, Q

=====

--- P ---
Density functional theory data (ωB97M-V with the def2-TZVPD basis set) for a single C4H5BrOS molecule.

Positions of all 12 atoms, in Å:
C 1.172 -1.056 0.147
C 2.490 -0.097 0.019
C -0.084 -0.365 -0.065
C 0.247 1.148 -0.046
O 2.288 2.435 0.704
S 2.002 1.609 -0.463
Br 4.250 -0.801 0.025
H 1.406 -2.000 0.464
H -0.222 -0.450 -1.199
H -0.829 -0.554 0.723
H -0.300 1.575 -0.793
H 0.117 1.546 0.966

Output
Kohn-Sham gap in eV: 8.578
LUMO energy in eV: -0.2

Here are the Mulliken charges for atoms 1 to 4, given in e: -0.4601 0.0728 -0.3800 -0.8045

=====

--- Q ---
Density functional theory data (ωB97M-V with the def2-TZVPD basis set) for a single C4H5BrOS molecule.

Positions of all 12 atoms, in Å:
C -1.160 -1.100 -0.320
C -0.470 -2.086 -0.756
C -1.017 0.428 -0.070
C 0.369 0.940 0.101
O 1.319 -1.364 0.870
S 1.535 -0.512 -0.204
Br 3.389 0.721 -0.070
H -2.101 -1.511 0.119
H -1.410 0.960 -0.967
H -1.615 0.637 0.811
H 0.532 1.759 -0.602
H 0.630 1.128 1.086

Output
Kohn-Sham gap in eV: 8.857
LUMO energy in eV: -0.9

Here are the Mulliken charges for atoms 1 to 4, given in e: -0.1795 -0.3429 -0.2752 -0.8416

=====

Most favorable first, least favorable last: P, Q

=====

--- P ---
Density functional theory data (ωB97M-V with the def2-TZVPD basis set) for 3 unconnected molecules or ions with the total composition CH7O3.

Positions of all 11 atoms, in Å:
C 1.728 0.357 0.041
O 0.408 0.082 -0.241
H 1.925 1.344 -0.460
H 1.801 0.526 1.128
H 2.420 -0.359 -0.389
H -0.763 0.532 -1.459
H -1.865 -0.292 -1.719
O -1.739 0.674 -1.668
H 0.347 -0.883 2.251
H -0.222 -0.705 0.861
O -0.498 -1.044 1.823

Output
Charge: -1
Kohn-Sham gap in eV: 8.012
LUMO energy in eV: 4.4

Here are the Mulliken charges for atoms 1 to 4, given in e: -0.6943 -0.8252 0.1645 0.2264

=====

--- Q ---
Density functional theory data (ωB97M-V with the def2-TZVPD basis set) for 3 unconnected molecules or ions with the total composition CH7O3.

Positions of all 11 atoms, in Å:
C 0.220 -1.204 -0.768
O -0.320 -0.092 -1.549
H 0.827 -0.835 0.118
H -0.662 -1.831 -0.336
H 0.879 -1.876 -1.511
H 0.081 0.787 -1.385
H 1.294 1.197 0.227
O 0.572 1.699 -0.235
H -0.633 1.354 1.361
H -1.176 -0.072 1.948
O -1.083 0.872 2.130

Output
Charge: -1
Kohn-Sham gap in eV: 7.727
LUMO energy in eV: 4.3

Here are the Mulliken charges for atoms 1 to 4, given in e: -0.4101 -0.5484 0.1553 0.1359

=====

--- R ---
Density functional theory data (ωB97M-V with the def2-TZVPD basis set) for 3 unconnected molecules or ions with the total composition CH7O3.

Positions of all 11 atoms, in Å:
C 0.596 -0.638 -0.674
O -0.216 0.033 0.229
H 0.006 -1.364 -1.273
H 1.068 0.037 -1.408
H 1.364 -1.246 -0.165
H -0.015 2.264 -1.262
H -1.020 1.179 -1.223
O -0.712 1.898 -1.809
H 0.729 -0.699 2.786
H -0.077 -0.719 1.449
O 0.183 -1.320 2.298

Output
Charge: -1
Kohn-Sham gap in eV: 8.035
LUMO energy in eV: 4.5

Here are the Mulliken charges for atoms 1 to 4, given in e: -0.5927 -0.9346 0.1620 0.2130

=====

Most favorable first, least favorable last: R, P, Q

=====

--- P ---
Density functional theory data (ωB97M-V with the def2-TZVPD basis set) for a single C4H2BrNS molecule.

Positions of all 9 atoms, in Å:
S 2.216 1.366 -0.020
C 0.625 1.142 0.212
C 0.034 -0.108 -0.169
N 0.616 -1.243 -0.687
C -0.687 -1.712 0.211
C -1.315 -0.477 -0.020
Br -2.876 0.435 0.304
H -0.155 2.014 0.542
H 1.541 -1.419 -0.372

Output
Kohn-Sham gap in eV: 7.287
SMILES: S=C[C@]12NC1=C2Br
LUMO energy in eV: -2.0

Here are the Mulliken charges for atoms 1 to 4, given in e: -0.1996 -0.2647 0.6535 -0.3324

=====

--- Q ---
Density functional theory data (ωB97M-V with the def2-TZVPD basis set) for a single C4H2BrNS molecule.

Positions of all 9 atoms, in Å:
S 1.016 2.446 0.312
C -0.185 1.394 0.448
C -0.165 -0.048 -0.380
N 0.929 -0.555 -1.083
C 0.613 -1.576 -0.144
C -0.747 -1.301 -0.060
Br -2.187 -1.828 0.949
H -1.102 1.550 0.992
H 1.828 -0.083 -1.033

Output
Kohn-Sham gap in eV: 7.422
SMILES: S=C[C@]12NC1=C2Br
LUMO energy in eV: -1.5

Here are the Mulliken charges for atoms 1 to 4, given in e: -0.1915 -0.2425 0.2580 -0.2074

=====

Most favorable first, least favorable last: Q, P